Record 1
This record from the Open Molecules 2025 dataset describes a structure of composition C6H10O in a non-equilibrium geometry. The level of theory is ωB97M-V/def2-TZVPD.

Computed properties:
Net charge ... 0
LUMO level ... 0.403 eV
Relative energy (zero: lowest compared OMol25 entry of this formula, charge and spin) ... 4.339 eV

```
17
Properties=species:S:1:pos:R:3:forces:R:3:nbo_charge:R:1
O 1.181 -1.328 1.482 0.250 0.069 -0.437 -0.560
C 1.612 -1.079 0.378 0.022 -0.092 0.283 0.464
C 1.639 0.312 -0.215 0.170 -0.018 0.030 -0.504
C 0.466 1.121 0.308 -0.061 -0.276 -0.070 -0.442
C -0.749 0.745 -0.535 0.073 -0.948 -0.302 -0.147
C -0.782 -1.203 -0.977 -0.740 1.538 0.538 -0.497
C -2.004 0.505 0.012 0.088 -0.725 -0.274 -0.337
H 2.081 -1.868 -0.240 -0.062 -0.007 0.075 0.117
H 2.605 0.768 0.030 -0.009 -0.047 0.079 0.230
H 1.572 0.229 -1.304 0.186 -0.015 0.157 0.225
H 0.686 2.201 0.252 -0.358 -0.341 -0.248 0.223
H 0.301 0.895 1.368 -0.029 -0.069 -0.235 0.233
H -0.739 1.227 -1.517 0.044 -0.519 0.027 0.223
H -1.334 -1.516 -1.898 -0.030 1.127 0.498 0.166
H -1.081 -1.945 -0.209 0.253 0.947 0.266 0.179
H -2.912 0.721 -0.541 0.143 -0.240 -0.059 0.215
H -2.104 0.410 1.094 0.060 -0.385 -0.330 0.212
```
Forces are in eV/Å.

---

Record 2
This record from the Open Molecules 2025 dataset describes a cluster of 2 separate species, C5H10N2 in total. The level of theory is ωB97M-V/def2-TZVPD.

Computed properties:
Net charge ... 0
Structure (SMILES) ... N=C=CN.C=CC
LUMO level ... 0.869 eV
Relative energy (zero: lowest compared OMol25 entry of this formula, charge and spin) ... 2.463 eV

```
17
Properties=species:S:1:pos:R:3:forces:R:3:nbo_charge:R:1
N 5.180 -1.308 -0.362 0.127 -0.585 -0.353 -0.622
C 4.882 -0.123 -0.374 -0.032 -0.163 0.232 0.328
C 4.539 1.108 -0.630 -0.283 0.479 -0.010 -0.224
N 5.419 2.164 -0.964 0.254 0.093 -0.028 -0.806
H 5.349 -1.773 0.527 -0.039 0.304 0.165 0.365
H 3.489 1.364 -0.645 -0.077 -0.152 0.003 0.223
H 6.389 1.902 -0.839 -0.084 0.176 -0.012 0.368
H 5.213 3.011 -0.448 0.133 -0.152 0.003 0.368
C -5.400 -0.612 -0.620 -0.103 0.030 -0.169 -0.406
C -4.238 -0.477 -0.010 0.141 -0.001 0.141 -0.164
C -3.965 -0.893 1.396 -0.004 0.013 -0.042 -0.645
H -6.252 -1.047 -0.124 -0.140 -0.100 0.159 0.186
H -5.552 -0.295 -1.638 0.030 0.076 -0.194 0.197
H -3.398 -0.036 -0.532 0.023 0.064 -0.162 0.191
H -3.653 -0.033 1.989 0.036 0.002 0.102 0.216
H -3.155 -1.621 1.422 0.051 -0.046 0.087 0.216
H -4.849 -1.332 1.852 -0.036 -0.038 0.079 0.209
```
Forces are in eV/Å.

---

Record 3
This record from the Open Molecules 2025 dataset describes an isolated molecule of C3H7N3O2 in a non-equilibrium geometry. The level of theory is ωB97M-V/def2-TZVPD.

Computed properties:
Net charge ... 0
Structure (SMILES) ... [H]/N=C(/CON=C)NO
LUMO level ... 1.005 eV
Relative energy (zero: lowest compared OMol25 entry of this formula, charge and spin) ... 5.698 eV

```
15
Properties=species:S:1:pos:R:3:forces:R:3:nbo_charge:R:1
H 0.185 3.379 0.070 -0.015 -1.511 0.929 0.343
N -0.176 2.574 0.665 0.190 0.902 -1.203 -0.676
C 0.273 1.409 0.426 0.107 -0.231 -0.133 0.394
C -0.361 0.227 1.138 -0.629 0.390 0.290 -0.143
O -1.213 -0.554 0.263 0.801 0.406 0.680 -0.387
N -0.474 -1.479 -0.457 -1.141 -0.806 -1.003 -0.153
C -1.290 -2.260 -1.072 1.394 0.295 0.501 -0.127
N 1.271 1.001 -0.493 -0.385 0.197 0.169 -0.350
O 2.018 -0.132 -0.089 -0.606 -1.482 -1.064 -0.586
H 0.459 -0.365 1.532 -0.298 -0.397 0.241 0.213
H -1.043 0.601 1.932 0.621 -0.229 -0.589 0.223
H -2.346 -2.153 -0.874 -0.287 -0.078 -0.280 0.188
H -0.869 -3.034 -1.726 -0.233 0.422 0.399 0.197
H 1.945 1.719 -0.716 -0.049 0.092 -0.046 0.366
H 1.621 -0.931 -0.597 0.529 2.028 1.108 0.499
```
Forces are in eV/Å.

---

Record 4
This record from the Open Molecules 2025 dataset describes a structure of composition C38H25BrCl3CrN7O9S2 in a non-equilibrium geometry. The level of theory is ωB97M-V/def2-TZVPD.

Computed properties:
Net charge ... -1
Expectation value of S² ... 3.775
LUMO level (alpha / beta) ... 1.264 / 1.173 eV
Spin multiplicity ... 4

```
86
Properties=species:S:1:pos:R:3:forces:R:3:lowdin_spin:R:1
Cr -1.154 -1.609 0.021 -0.554 -0.336 0.268 2.866
Br 7.364 8.300 -2.863 -0.004 -0.005 0.003 0.000
C 6.121 6.919 -2.466 -0.002 0.012 0.007 0.001
C 5.248 7.073 -1.403 0.014 0.007 -0.001 0.000
C 4.344 6.060 -1.125 0.020 0.016 -0.016 0.001
C 4.311 4.902 -1.895 0.073 0.238 -0.004 0.000
C 5.197 4.768 -2.964 0.033 0.014 -0.031 0.001
C 6.102 5.775 -3.249 -0.001 0.000 0.001 0.000
N 3.346 3.935 -1.527 0.006 0.063 0.160 0.004
N 3.450 2.877 -2.192 -0.072 -0.351 -0.068 0.000
C 2.599 1.831 -1.932 -0.254 0.080 -0.271 0.001
C 2.880 0.685 -2.686 -0.303 -0.094 -0.301 0.000
C 2.213 -0.515 -2.565 0.020 0.239 -0.318 0.003
C 1.176 -0.641 -1.622 -0.303 -0.084 -0.041 0.003
O 0.544 -1.695 -1.364 0.249 0.069 -0.398 0.043
C 0.828 0.555 -0.860 -0.444 0.184 -0.365 0.002
N -0.198 0.359 -0.006 -0.138 0.069 -0.407 -0.013
C -0.614 1.366 0.738 -0.184 0.053 -0.094 0.007
C -0.021 2.625 0.663 -0.071 0.040 -0.164 -0.001
C 1.035 2.838 -0.188 -0.253 0.104 -0.276 0.008
C 1.509 1.780 -0.992 -0.575 0.215 -0.573 -0.001
H 5.274 7.971 -0.802 0.002 0.000 -0.001 0.000
H 3.649 6.153 -0.301 0.001 0.001 0.000 0.000
H 5.164 3.870 -3.565 0.008 0.028 0.011 0.000
H 6.790 5.676 -4.079 -0.004 0.000 0.005 0.000
H 3.693 0.779 -3.396 0.018 -0.003 0.003 0.000
H 2.474 -1.374 -3.167 0.011 -0.016 0.003 0.000
H -1.440 1.173 1.408 -0.002 0.000 -0.005 0.000
H -0.402 3.425 1.284 0.003 0.008 0.007 0.000
H 1.511 3.802 -0.253 0.014 0.024 0.000 0.001
O -5.279 0.754 2.738 0.016 -0.001 -0.022 0.000
C -4.683 -0.074 3.634 0.029 -0.003 0.015 -0.001
C -5.184 -0.188 4.929 -0.005 0.006 -0.008 0.000
C -4.572 -1.010 5.858 0.012 -0.008 -0.006 -0.001
C -3.438 -1.728 5.508 -0.011 0.002 0.012 0.000
C -2.938 -1.610 4.223 0.020 -0.015 -0.020 0.000
C -3.543 -0.798 3.264 -0.022 0.001 0.014 -0.002
C -2.937 -0.777 1.910 -0.005 -0.028 -0.011 -0.001
O -1.683 -1.139 1.835 0.035 0.074 -0.017 -0.006
N -3.639 -0.423 0.881 -0.035 -0.036 0.002 0.004
N -2.842 -0.513 -0.263 0.057 0.055 -0.010 -0.023
C -3.304 0.085 -1.294 0.010 0.068 0.068 0.018
S -2.372 0.240 -2.763 -0.043 -0.138 -0.029 0.009
C -3.425 1.554 -3.434 -0.009 -0.013 -0.014 0.001
C -4.846 1.221 -3.032 0.002 -0.006 -0.001 0.001
S -4.848 0.899 -1.249 -0.006 0.001 0.011 0.007
H -6.049 1.152 3.156 -0.016 0.011 0.011 0.000
H -6.067 0.381 5.201 -0.001 0.000 0.001 0.000
H -4.984 -1.086 6.856 0.001 0.000 0.000 0.000
H -2.953 -2.378 6.223 -0.002 0.002 -0.003 0.000
H -2.060 -2.165 3.921 -0.011 0.008 0.006 0.000
H -3.297 1.542 -4.517 0.000 0.003 0.000 0.000
H -3.119 2.526 -3.044 0.005 -0.006 0.007 0.000
H -5.195 0.326 -3.548 -0.004 0.008 -0.006 0.000
H -5.530 2.049 -3.223 0.001 -0.003 -0.001 0.000
O -0.177 -6.894 2.235 -0.068 -0.024 -0.084 0.000
C 0.955 -6.228 2.325 0.141 0.053 -0.113 0.000
O 1.967 -6.711 2.774 -0.038 -0.007 0.057 0.000
C 0.930 -4.826 1.824 0.114 0.151 0.036 0.001
C 1.997 -3.935 1.812 -0.094 -0.105 -0.208 0.004
Cl 3.598 -4.102 2.347 -0.048 0.038 -0.031 0.001
N 1.567 -2.777 1.257 0.293 0.142 0.296 0.001
N 0.278 -2.867 0.971 -0.452 0.273 -0.369 -0.003
C -0.129 -4.073 1.272 -0.101 -0.297 0.184 0.005
C -1.588 -4.316 1.002 -0.110 0.053 0.038 0.003
O -2.083 -5.409 1.308 0.111 0.110 -0.126 0.004
O -2.182 -3.317 0.497 0.167 -0.172 -0.007 -0.001
C 2.196 -1.505 1.091 0.385 -0.051 0.100 0.000
C 1.697 -0.429 1.806 0.326 0.045 0.234 0.001
C 2.238 0.829 1.587 0.599 -0.364 0.797 0.000
C 3.265 0.994 0.667 0.569 -0.351 0.657 0.000
C 3.752 -0.096 -0.042 0.407 -0.168 0.586 0.000
C 3.213 -1.357 0.164 0.202 0.030 0.332 0.000
H -0.922 -6.348 1.818 -0.108 -0.062 0.189 0.000
H 0.864 -0.578 2.484 0.023 0.008 0.023 0.000
H 1.845 1.683 2.123 0.149 -0.147 0.032 0.000
H 3.673 1.979 0.484 0.055 0.001 0.057 0.000
H 4.531 0.040 -0.781 -0.015 -0.013 0.108 0.000
H 3.543 -2.211 -0.412 -0.002 -0.005 -0.006 0.000
Cl -3.084 -3.759 -4.986 0.015 0.002 -0.017 0.000
C -2.753 -4.228 -3.291 0.017 -0.001 0.018 0.002
Cl -1.193 -5.062 -3.184 -0.004 -0.017 0.012 0.000
C -2.872 -2.968 -2.387 -0.109 -0.067 0.132 0.005
O -4.026 -2.569 -2.242 0.183 0.067 -0.027 0.005
O -1.784 -2.521 -1.934 0.087 0.309 -0.014 0.041
H -3.521 -4.940 -3.012 -0.019 0.014 -0.018 0.000
```
Forces are in eV/Å.

---

Record 5
This record from the Open Molecules 2025 dataset describes the ion C8H14NO with charge +1 in a non-equilibrium geometry. The level of theory is ωB97M-V/def2-TZVPD.

Computed properties:
Net charge ... +1
Structure (SMILES) ... C[C@]1(O)CC2=C(CCC2)[NH2+]1
LUMO level ... -3.033 eV
Relative energy (zero: lowest compared OMol25 entry of this formula, charge and spin) ... 2.442 eV

```
24
Properties=species:S:1:pos:R:3:forces:R:3:nbo_charge:R:1
C -0.799 1.286 -2.386 1.315 -2.543 3.936 -0.621
C 0.406 0.797 -1.519 -1.524 2.061 -0.117 0.469
O 1.558 1.504 -1.960 0.240 -2.119 0.068 -0.709
C 0.376 -0.767 -1.254 2.867 3.010 1.203 -0.457
C 0.200 -0.871 0.259 0.136 0.343 -1.883 0.049
C -0.149 0.260 0.844 2.712 1.239 -0.517 0.126
C -0.372 0.186 2.344 -0.834 -0.388 -1.133 -0.454
C -0.025 -1.316 2.581 0.154 1.048 -0.727 -0.380
C -0.007 -2.014 1.149 -0.086 -0.300 0.851 -0.443
N 0.122 1.456 -0.117 -1.041 -1.707 0.779 -0.563
H -0.677 2.201 -2.775 0.484 3.431 -1.052 0.238
H -1.618 1.178 -1.715 -1.283 0.157 0.064 0.197
H -0.898 0.600 -3.117 -0.604 -2.178 -2.803 0.225
H 2.068 0.882 -2.527 -0.145 0.768 0.500 0.503
H 1.255 -1.158 -1.780 -0.139 -0.526 0.645 0.247
H -0.468 -0.999 -1.767 -2.496 -1.656 -1.348 0.236
H 0.355 0.708 2.959 -0.610 0.918 -0.155 0.246
H -1.454 0.435 2.430 0.801 0.052 1.038 0.234
H -0.770 -1.846 3.042 -2.085 -0.814 1.783 0.228
H 0.835 -1.325 3.332 -0.507 -0.621 -1.897 0.236
H -0.979 -2.480 0.711 1.467 0.184 1.630 0.239
H 0.793 -2.714 1.328 0.196 -0.676 -1.245 0.256
H -0.749 2.035 -0.113 1.383 -0.002 -0.242 0.442
H 0.997 1.961 0.052 -0.402 0.321 0.622 0.458
```
Forces are in eV/Å.

---

Record 6
This record from the Open Molecules 2025 dataset describes a cluster of 2 separate species, C6H9O3S in total in a non-equilibrium geometry. The level of theory is ωB97M-V/def2-TZVPD.

Computed properties:
Net charge ... -1
LUMO level ... 3.353 eV
Relative energy (zero: lowest compared OMol25 entry of this formula, charge and spin) ... 2.969 eV

```
19
Properties=species:S:1:pos:R:3:forces:R:3:nbo_charge:R:1
C 1.353 -0.719 -2.832 0.251 0.898 -0.634 0.763
C -2.405 0.912 2.040 0.091 1.587 1.338 -0.441
C -2.005 0.940 0.575 -1.869 -0.790 0.176 -0.461
C -2.140 -0.356 1.346 2.256 1.606 0.850 -0.432
C 2.790 -0.241 -0.875 2.098 0.635 -2.468 -0.644
C 1.503 -0.670 -1.445 0.313 1.206 0.741 -0.032
O 1.229 -0.184 -3.882 -0.105 -0.123 -1.172 -0.576
O 1.475 -1.898 -2.289 -0.539 -1.810 -0.062 -0.457
O 0.422 -0.046 2.275 0.328 0.820 -0.069 -1.113
S -0.598 -1.147 1.902 -0.178 -1.270 -0.383 0.439
H -1.719 1.287 2.898 -0.853 -0.798 -1.900 0.228
H -3.407 1.283 2.142 -0.615 -0.261 0.412 0.180
H -2.774 1.251 -0.190 1.131 -0.267 0.905 0.192
H -0.994 1.167 0.501 1.704 0.703 -0.931 0.221
H -2.821 -1.120 1.247 -1.858 -1.283 -0.609 0.207
H 2.798 -0.052 0.152 -0.074 -0.155 1.668 0.253
H 3.705 -0.799 -1.252 -1.313 0.103 0.686 0.216
H 2.954 0.727 -1.390 0.044 0.017 0.549 0.217
H 0.636 -0.335 -0.923 -0.813 -0.819 0.901 0.239
```
Forces are in eV/Å.